[1]
A structure of composition C20H36FeGeNO5Si2, computed with ωB97M-V with the def2-TZVPD basis set.

```
66
Properties=species:S:1:pos:R:3:forces:R:3:lowdin_spin:R:1
Fe 0.380494 -0.389402 0.588636 0.0 0.1 -0.1 1.255
O -2.092461 -2.044856 0.169494 -0.4 -0.1 0.1 0.001
C -2.741919 -1.647305 1.360317 0.0 -0.1 -0.1 0.000
C -1.915727 -1.876479 2.605045 -0.1 0.0 0.0 0.001
N -0.682830 -1.088324 2.651413 0.1 0.1 0.1 0.006
C 0.414470 -1.937113 3.129169 0.0 0.0 0.0 0.001
C 0.790111 -2.933885 2.032231 0.0 0.1 -0.1 0.001
O 1.133461 -4.076549 2.322372 0.0 0.0 0.1 0.001
O 0.702995 -2.447030 0.846132 0.0 0.2 0.1 0.002
C -0.832270 0.108977 3.478453 0.1 -0.2 0.0 0.000
C 0.442875 0.971652 3.461022 -0.1 0.1 0.1 0.001
O 0.689488 1.625167 4.488708 -0.1 0.0 -0.1 0.001
O 1.098552 0.926704 2.387441 0.1 -0.3 0.0 0.005
H -1.208703 -2.393413 0.372135 0.2 0.0 0.0 0.000
H -3.027598 -0.593732 1.283534 0.1 0.0 0.0 0.000
H -3.669160 -2.227293 1.476484 0.0 0.0 -0.1 0.000
H -2.541231 -1.660316 3.483981 0.0 0.0 0.0 0.000
H -1.664700 -2.941796 2.658367 0.0 0.0 -0.1 0.000
H 1.284934 -1.306544 3.315805 0.0 0.0 0.0 0.000
H 0.151988 -2.463877 4.055779 0.0 0.0 0.0 0.000
H -1.642792 0.702239 3.058773 -0.1 0.1 0.0 0.000
H -1.082877 -0.144877 4.518981 0.0 0.0 0.0 0.000
C 0.294003 -2.648004 -2.094116 0.1 0.0 0.0 -0.009
Si 0.292005 -0.777117 -1.696232 -0.2 -0.2 0.0 -0.064
C -1.233469 -0.202204 -2.686657 0.0 0.0 0.0 -0.012
C 1.745597 -0.098494 -2.737132 0.0 0.1 0.1 -0.008
C 1.803080 0.057549 -4.124916 0.0 0.0 0.0 -0.001
C 2.940904 0.564965 -4.736688 0.0 0.0 0.0 0.000
C 4.043296 0.917208 -3.962568 0.0 0.0 0.0 0.000
C 3.999195 0.758474 -2.584569 0.0 0.0 0.1 -0.002
C 2.855862 0.255659 -1.957482 -0.1 -0.1 0.0 -0.011
Si 2.562730 -0.085763 -0.098948 0.3 0.1 0.0 -0.078
C 3.623421 -1.642276 0.201972 0.0 0.0 0.1 -0.012
C 3.567686 1.298494 0.737226 -0.1 0.0 0.0 -0.016
H 0.400690 -2.800980 -3.174478 0.0 0.0 0.0 -0.002
H -0.646699 -3.106199 -1.775407 0.0 0.0 0.0 0.000
H 1.106600 -3.158959 -1.577081 0.0 0.0 0.0 0.000
H -1.297789 -0.768713 -3.623223 0.0 0.0 0.0 -0.002
H -1.197583 0.862263 -2.932682 0.0 0.0 0.0 0.000
H -2.134888 -0.402088 -2.111200 0.0 -0.1 0.0 0.000
H 0.945051 -0.210956 -4.736448 0.0 0.0 0.0 0.000
H 2.973178 0.694080 -5.814450 0.0 0.0 0.0 0.000
H 4.931397 1.320729 -4.439954 0.0 0.0 0.0 0.000
H 4.864226 1.039123 -1.989101 0.0 0.0 0.0 0.000
H 4.630806 -1.469783 -0.194912 0.0 0.0 0.0 -0.002
H 3.192436 -2.517092 -0.287480 0.0 0.0 0.0 0.000
H 3.709818 -1.877465 1.267211 0.0 0.0 0.0 0.000
H 4.629820 1.159759 0.503083 0.0 0.0 0.0 -0.003
H 3.423421 1.301640 1.816901 0.0 0.0 0.0 0.000
H 3.258465 2.279147 0.363706 0.0 0.0 0.0 0.000
C -3.901141 1.107637 -0.929544 0.0 0.0 0.0 0.000
Ge -2.436605 2.021997 0.049832 -0.1 -0.1 0.1 -0.006
C -3.220966 2.317787 1.853322 0.0 0.1 0.0 0.000
C -2.489839 3.845374 -0.739935 0.0 0.0 0.0 -0.004
C -0.607498 1.378088 0.059789 0.3 0.1 -0.2 -0.038
H -4.816762 1.690347 -0.786704 0.0 0.0 0.1 0.000
H -4.073323 0.092606 -0.570598 0.0 0.0 0.0 0.000
H -3.698411 1.053900 -1.998610 0.0 0.0 0.0 0.000
H -4.031868 3.047062 1.764373 0.0 0.0 0.0 0.000
H -2.478577 2.722200 2.543320 0.0 0.0 0.0 0.000
H -3.635977 1.407015 2.290541 0.0 0.0 0.0 0.000
H -3.485767 4.286822 -0.639700 0.0 0.0 0.0 -0.001
H -2.230418 3.809132 -1.800557 0.0 0.0 0.0 0.000
H -1.766200 4.489973 -0.236782 0.0 0.0 0.0 0.000
H -0.139700 2.086057 0.763755 0.0 -0.1 0.0 0.000
H -0.257300 1.739089 -0.921120 0.0 0.0 0.0 -0.001
```
Forces are in eV/Å.

The HOMO energy (alpha / beta) comes out at -2.3 / -1.5 eV. For the energy above the lowest of the compared OMol25 structures with the same formula, charge and spin, the calculation gives 0.5126 eV. The calculation puts the total energy at -139712.2453 eV. As for the spin multiplicity: 2. The calculation puts the HOMO-LUMO gap (alpha / beta) at 0.265 / 0.236 hartree. Its strongest force on any atom is 0.39 eV/A. The LUMO energy (alpha / beta) comes out at 4.93 / 4.94 eV. The net charge is -2.

***

[2]
A cluster of 2 separate species, C20H37ClN3O3 in total at a distorted geometry, computed with ωB97M-V with the def2-TZVPD basis set.

```
64
Properties=species:S:1:pos:R:3:forces:R:3:nbo_charge:R:1
C -3.844610 -3.606225 1.920792 0.1 0.1 0.2 -0.389
C -2.752580 -2.849110 2.302749 -0.3 -0.3 -0.5 -0.162
C -2.020328 -1.879021 1.370041 1.4 -1.6 0.8 -0.501
C -0.659825 -1.591631 1.965393 0.3 -0.2 -0.5 0.141
C 0.394592 -2.446037 2.073708 0.5 -0.4 -0.1 0.155
C 0.653800 -3.872934 1.653742 -1.2 0.0 0.3 -0.466
C 0.317958 -4.250274 0.188726 0.8 0.4 -0.3 -0.178
C 0.505906 -3.129293 -0.843348 -0.3 -0.7 -0.5 -0.641
Cl -1.305952 -4.997005 0.004346 0.1 0.1 0.2 -0.049
N 1.396616 -1.763041 2.743087 -0.3 -0.6 -0.4 -0.480
C 1.008391 -0.518629 3.010738 1.0 0.2 0.6 0.428
C 1.848165 0.494646 3.716044 -0.1 0.4 -0.4 -0.451
C 3.234095 0.689420 3.043087 0.4 0.0 0.5 -0.403
C 4.374838 -0.013714 3.817907 -0.1 -0.7 -0.3 -0.407
C 4.754547 -1.411383 3.233787 0.1 0.7 0.3 -0.630
N -0.212467 -0.402304 2.534340 -1.1 0.3 0.1 -0.141
N -1.025902 0.737508 2.561231 -0.3 0.1 -0.8 -0.411
C -1.144773 1.298848 1.193117 0.6 0.5 -0.6 -0.237
C 0.171944 1.360746 0.404437 -0.1 0.2 -0.1 -0.422
C 0.006213 2.077732 -0.950712 0.9 -0.4 0.3 -0.609
H -4.856328 -3.328168 2.234875 0.4 -1.2 1.8 0.211
H -3.777362 -4.534903 1.354965 -0.1 1.2 -1.8 0.217
H -2.389157 -2.885851 3.336614 -1.3 1.7 0.4 0.200
H -1.861836 -2.295567 0.371098 -0.4 0.2 -0.1 0.257
H -2.663860 -1.001978 1.329841 0.2 0.0 0.0 0.257
H 1.689260 -4.143831 1.880604 0.0 0.2 -0.2 0.233
H 0.031338 -4.506743 2.299618 0.2 0.0 -0.1 0.263
H 1.020737 -5.037346 -0.089491 -0.3 -0.1 0.1 0.230
H -0.012985 -3.447229 -1.753539 0.1 0.1 0.1 0.246
H 1.557982 -3.052100 -1.133081 -0.1 0.3 0.3 0.229
H 0.070796 -2.171572 -0.561166 0.3 0.0 0.1 0.206
H 2.278470 -2.198173 2.975408 0.1 0.4 0.1 0.448
H 1.986035 0.207460 4.762771 -0.1 -0.1 -0.1 0.251
H 1.307039 1.444538 3.733430 0.0 -0.1 0.0 0.232
H 3.497719 1.748135 2.977162 -0.4 0.0 0.1 0.235
H 3.195557 0.336328 2.006589 0.0 0.0 0.1 0.209
H 4.104226 -0.179589 4.866182 -0.1 0.3 -0.1 0.205
H 5.249783 0.638020 3.843694 0.0 -0.1 -0.2 0.227
H 4.330579 -1.531684 2.231359 0.2 -0.1 0.1 0.193
H 4.426401 -2.226305 3.887580 0.0 0.0 -0.2 0.203
H 5.841974 -1.468563 3.162943 -0.1 -0.3 -0.1 0.243
H -0.610428 1.445674 3.153508 0.1 -0.3 0.2 0.378
H -1.490497 2.331542 1.305765 -0.2 -0.2 0.2 0.224
H -1.893788 0.782524 0.587945 0.0 -0.1 0.3 0.201
H 0.588853 0.368649 0.186798 -0.2 0.0 0.3 0.194
H 0.908871 1.889302 1.026260 0.0 -0.1 -0.2 0.193
H 0.062143 3.162145 -0.845948 -0.4 -0.1 -0.1 0.221
H -0.877068 1.739012 -1.495881 0.0 0.3 0.1 0.223
H 0.873553 1.790301 -1.554350 -0.2 0.2 -0.1 0.222
C -0.509931 2.590749 -7.134972 -0.2 -0.2 0.1 -0.640
C -0.674176 4.040507 -6.729891 0.4 -0.1 -0.2 -0.071
O -1.987472 4.305858 -6.212853 0.0 0.1 0.0 -0.486
C -2.224946 3.865217 -4.982776 -0.1 -0.1 -0.2 0.986
O -1.445808 3.282014 -4.270198 0.0 0.0 0.1 -0.666
O -3.488456 4.162168 -4.673678 0.0 0.0 0.1 -0.488
C -3.918490 3.657617 -3.411101 -0.2 0.0 0.2 -0.255
H -1.289840 2.301626 -7.840894 0.1 0.1 -0.1 0.216
H 0.463800 2.432383 -7.598566 0.0 0.1 0.0 0.220
H -0.591260 1.926910 -6.274940 0.1 0.1 0.0 0.221
H -0.565422 4.678141 -7.605249 -0.2 0.1 0.1 0.197
H 0.083759 4.347100 -6.008501 -0.1 -0.1 0.1 0.191
H -3.252131 3.977984 -2.611632 0.1 -0.1 -0.1 0.189
H -3.977478 2.569633 -3.442891 0.1 0.0 0.0 0.185
H -4.910783 4.059763 -3.226620 0.0 0.1 -0.2 0.202
```
Forces are in eV/Å.

The HOMO energy comes out at -10.3 eV. The calculation puts the total energy at -44466.0533 eV. The calculation puts the HOMO-LUMO gap at 0.277 hartree. Its strongest force on any atom is 2.32 eV/A. The LUMO energy comes out at -2.73 eV. The net charge is +1.

***

[3]
A cluster of 3 separate species, C20H37F7N2O6S in total at a distorted geometry, computed with ωB97M-V with the def2-TZVPD basis set.

```
73
Properties=species:S:1:pos:R:3:forces:R:3:lowdin_charge:R:1
N 5.109968 2.297220 -0.643074 -0.9 1.2 0.0 0.104
C 4.892281 3.739130 -0.892667 2.3 -1.1 0.9 -0.482
S 3.102569 3.903824 -1.374040 -3.0 -1.7 -6.0 0.855
O 2.856732 4.842873 -2.481853 1.4 0.5 2.7 -0.261
O 2.697715 2.584417 -1.883604 0.8 1.0 2.5 -0.271
C 1.906354 4.329965 -0.037639 -1.1 0.3 2.4 -0.364
F 2.189111 5.508002 0.621418 0.1 -2.1 -0.9 0.112
F 1.901580 3.249762 0.863750 0.4 1.5 -1.0 0.058
C 0.386678 4.481158 -0.523285 0.0 1.8 -1.3 -0.286
F 0.102757 3.851190 -1.698673 0.3 0.2 1.7 0.142
F 0.215086 5.843915 -0.766285 0.1 -1.8 0.4 0.113
C -0.670564 4.106574 0.597734 -2.1 -0.1 0.3 -0.435
F -1.886676 4.656877 0.233972 1.8 -0.7 0.2 0.133
F -0.883578 2.758369 0.674879 0.8 1.7 0.1 0.142
F -0.379030 4.631935 1.820380 0.1 -1.0 -1.7 0.164
O 5.662213 4.021678 -2.043395 -0.9 0.9 1.3 -0.052
C 6.180080 5.367565 -2.072083 0.7 1.2 -0.6 -0.122
C 5.440555 6.404639 -1.154781 0.7 0.0 -1.1 -0.062
N 5.682455 5.945377 0.264161 0.0 0.1 -0.9 0.053
C 5.018528 6.866618 1.265336 -2.4 4.5 6.8 -0.652
O 4.208756 7.714351 0.871798 0.7 -1.6 -2.6 0.028
O 5.326054 6.844395 2.514123 1.3 -2.3 -3.8 -0.017
C 5.382591 4.485568 0.423379 1.3 -1.8 1.1 -0.224
O 4.600776 4.203835 1.575867 -0.2 0.8 -1.3 0.033
H 6.050636 2.136234 -0.281056 -0.4 0.1 -0.1 0.110
H 4.382741 1.913975 -0.036708 0.3 -0.2 -0.4 0.091
H 7.279025 5.320532 -1.784987 -1.2 0.0 -0.1 0.143
H 6.182954 5.743108 -3.137062 -0.3 -0.6 1.1 0.151
H 5.947024 7.403192 -1.282637 -0.6 -1.1 0.3 0.163
H 4.358823 6.567173 -1.379783 0.9 -0.4 0.5 0.137
H 6.697499 6.087926 0.396406 -0.6 -0.3 0.4 0.196
H 6.383703 4.007050 0.668904 -0.8 0.6 -0.9 0.183
H 4.373701 3.257534 1.597297 0.3 0.4 -0.1 0.110
C 0.459048 -0.505307 -0.336965 0.1 0.0 0.1 -0.112
C -0.162772 -1.888903 -0.198110 -0.1 0.0 -0.1 -0.267
C -1.690144 -1.863077 -0.138644 0.0 -0.1 0.0 -0.223
C -2.285483 -1.109643 1.054305 0.1 0.1 0.0 -0.221
C -1.846052 -1.611488 2.430246 -0.2 0.0 0.0 -0.267
C -2.264753 -3.049388 2.709462 0.2 0.0 0.1 -0.114
H 0.234957 0.125978 0.525980 0.0 0.0 0.0 0.057
H 1.545997 -0.586056 -0.413291 0.0 0.1 0.0 0.068
H 0.094693 -0.002510 -1.235877 0.0 0.0 0.1 0.080
H 0.245983 -2.390157 0.684619 0.0 0.0 0.0 0.099
H 0.138438 -2.493670 -1.059270 0.0 0.0 0.1 0.105
H -2.059183 -2.894120 -0.140141 0.0 0.0 0.0 0.086
H -2.072499 -1.406870 -1.058421 0.0 0.0 0.0 0.112
H -3.377619 -1.168046 0.988214 0.0 0.0 0.0 0.110
H -2.037344 -0.046473 0.973289 0.0 0.0 0.0 0.093
H -2.295175 -0.965702 3.191496 0.1 0.0 0.0 0.105
H -0.762506 -1.513426 2.546345 0.0 0.0 0.0 0.099
H -3.349572 -3.160222 2.640342 0.0 0.0 0.0 0.069
H -1.958835 -3.341133 3.717120 -0.1 -0.1 -0.1 0.072
H -1.800386 -3.747277 2.009169 -0.1 0.0 0.0 0.059
C -5.243720 -6.066615 1.911913 -0.1 -0.1 0.0 -0.108
C -4.533713 -6.902359 0.855083 0.1 0.1 0.0 -0.267
C -3.664862 -6.073102 -0.091462 0.0 -0.1 -0.1 -0.226
C -4.416769 -5.041812 -0.936875 -0.1 0.1 0.1 -0.234
C -5.530551 -5.607973 -1.818158 0.1 0.1 -0.1 -0.270
C -5.028136 -6.590651 -2.868949 -0.2 -0.1 0.0 -0.113
H -5.940843 -5.355735 1.463161 0.0 0.0 0.0 0.068
H -5.816382 -6.712778 2.580996 0.0 0.1 0.0 0.070
H -4.522994 -5.509545 2.515526 0.0 0.0 0.0 0.063
H -5.268373 -7.483182 0.289394 0.0 0.0 0.0 0.099
H -3.892808 -7.631035 1.361355 0.0 0.0 -0.1 0.105
H -3.116147 -6.753488 -0.750473 0.0 0.0 0.0 0.102
H -2.904246 -5.546600 0.496229 0.0 0.0 0.0 0.094
H -3.690798 -4.522370 -1.572473 0.0 0.0 0.0 0.105
H -4.843229 -4.275043 -0.281900 0.0 0.0 0.0 0.100
H -6.021579 -4.774299 -2.330126 0.0 0.0 0.1 0.105
H -6.299642 -6.085823 -1.204113 0.0 0.0 0.0 0.099
H -4.288589 -6.120435 -3.521185 0.0 0.0 0.0 0.075
H -5.857961 -6.933068 -3.491735 0.1 0.0 0.0 0.069
H -4.574549 -7.472556 -2.411868 0.0 0.0 0.0 0.065
```
Forces are in eV/Å.

The HOMO energy comes out at -8.9 eV. The calculation puts the total energy at -66458.7050 eV. The calculation puts the HOMO-LUMO gap at 0.310 hartree. Its strongest force on any atom is 8.46 eV/A. The LUMO energy comes out at -0.51 eV. Its SMILES is N[C@]1(S(=O)(=O)C(F)(F)C(F)(F)C(F)(F)F)OCC[N@@H+](C(=O)[O-])[C@H]1O.CCCCCC.CCCCCC. The net charge is 0.